1.
13
Properties=species:S:1:pos:R:3:mulliken_charge:R:1 method="wB97M-V/def2-TZVPD" multiplicity=1 homo_lumo_gap_ev=9.9 homo_ev=-9.12 de_lowest_kj_mol=125.0 total_energy_ha=-654.6174 smiles="C=C(CF)CS"
C 1.687 1.428 -0.328 -0.92
C 0.777 0.557 0.089 0.72
C 1.217 -0.777 0.578 -0.40
F 0.960 -1.726 -0.440 -0.27
C -0.636 1.081 0.185 -0.79
S -1.931 -0.175 0.002 -0.23
H 1.425 2.367 -0.822 0.28
H 2.758 1.215 -0.104 0.22
H 0.731 -1.061 1.508 0.25
H 2.320 -0.843 0.839 0.28
H -0.810 1.567 1.159 0.30
H -0.725 1.893 -0.497 0.42
H -1.708 -0.531 -1.299 0.14

---

2.
92
Properties=species:S:1:pos:R:3:mulliken_charge:R:1 method="wB97M-V/def2-TZVPD" multiplicity=1 homo_lumo_gap_ev=2.5 homo_ev=-19.15 de_lowest_kj_mol=0.0 total_energy_ha=-2274.8962 total_charge=+4
In 0.666 -0.477 3.246 1.02
In -3.634 -0.085 -0.222 0.99
B -0.328 -0.801 0.405 2.87
H -0.856 -1.086 1.419 -0.19
H 0.627 -1.418 0.271 -0.53
H -1.160 -0.852 -0.385 -0.72
H -0.020 0.295 0.555 -0.33
B -2.570 0.143 2.716 1.72
H -1.947 0.524 3.623 -0.03
H -2.497 -1.000 2.701 -0.38
H -3.616 0.601 2.687 -0.17
H -2.052 0.620 1.778 -1.12
C -3.790 -0.874 -4.040 -0.81
C -2.453 -0.166 -4.016 -0.31
O -1.921 -0.027 -2.708 0.27
O -4.697 -0.251 -3.105 -0.48
H -3.796 -1.954 -4.185 0.34
H -4.262 -0.484 -4.951 0.47
H -2.502 0.846 -4.430 0.33
H -1.745 -0.704 -4.651 0.49
H -0.978 -0.280 -2.743 0.11
H -5.550 -0.267 -3.557 0.31
C 1.523 4.240 -2.005 -0.49
C 1.843 2.777 -1.759 0.01
O 0.630 2.034 -1.886 -0.26
O 2.641 5.112 -1.880 -0.48
H 0.649 4.683 -1.514 0.31
H 1.215 4.232 -3.055 0.35
H 2.403 2.664 -0.824 -0.10
H 2.481 2.444 -2.581 0.46
H 0.864 1.089 -1.882 -0.07
H 3.265 4.784 -1.222 0.33
C -1.759 3.270 -0.887 0.28
C -2.539 3.319 -2.198 -0.70
O -3.635 2.454 -2.080 -0.40
O -1.499 1.985 -0.406 0.47
H -2.249 3.795 -0.059 0.50
H -0.886 3.931 -0.959 -0.60
H -1.826 3.110 -3.004 0.15
H -2.937 4.332 -2.293 0.64
H -4.340 2.878 -2.592 0.30
H -0.637 1.775 -0.847 -0.25
C -2.948 -3.959 0.114 -0.19
C -4.034 -3.704 1.155 -0.79
O -3.873 -2.410 1.719 -0.37
O -2.920 -2.930 -0.885 -0.40
H -3.173 -4.834 -0.499 0.52
H -2.051 -4.116 0.721 0.07
H -4.145 -4.576 1.801 0.48
H -4.999 -3.660 0.635 0.33
H -4.255 -2.356 2.604 0.24
H -2.177 -3.208 -1.436 0.23
C 0.757 -4.503 2.770 -0.50
C 1.953 -4.041 1.920 -0.38
O 2.587 -2.938 2.551 -0.39
O -0.139 -3.406 2.947 -0.36
H 0.976 -5.009 3.713 0.39
H 0.229 -5.292 2.220 0.35
H 1.601 -3.740 0.929 -0.05
H 2.738 -4.772 1.725 0.58
H 3.518 -3.169 2.628 0.24
H -0.890 -3.764 3.437 0.24
C 4.221 0.329 1.430 -0.22
C 4.639 -0.468 2.710 -0.53
O 3.701 -0.225 3.713 -0.35
O 2.852 0.007 1.095 0.42
H 4.719 0.113 0.485 0.51
H 4.179 1.400 1.629 0.19
H 5.683 -0.247 2.943 0.49
H 4.608 -1.546 2.559 -0.11
H 4.079 0.449 4.297 0.30
H 2.816 -0.462 0.241 -0.24
C 1.723 3.304 2.555 -0.32
C 0.252 3.614 2.485 -0.61
O -0.458 2.391 2.343 -0.28
O 2.176 2.400 3.554 -0.45
H 2.382 4.155 2.373 0.57
H 2.042 2.763 1.646 -0.14
H -0.025 4.343 1.718 0.34
H -0.202 3.987 3.413 0.44
H -1.395 2.542 2.509 0.20
H 2.911 2.829 4.010 0.31
C 3.123 -0.909 -2.568 -0.28
C 1.764 -1.400 -3.056 -0.66
O 0.742 -0.731 -2.308 -0.68
O 3.486 -1.575 -1.331 -0.49
H 3.097 0.137 -2.255 -0.07
H 3.881 -0.930 -3.352 0.56
H 1.744 -2.491 -3.041 0.37
H 1.574 -1.137 -4.098 0.50
H 0.686 -1.188 -1.447 -0.63
H 4.123 -2.278 -1.500 0.29

---

3.
8
Properties=species:S:1:pos:R:3:mulliken_charge:R:1 method="wB97M-V/def2-TZVPD" multiplicity=1 homo_lumo_gap_ev=8.4 homo_ev=-8.32 de_lowest_kj_mol=121.8 total_energy_ha=-602.2485 smiles="C1N=NSN1"
C 0.013 0.738 -0.088 -0.20
N 0.776 0.391 1.017 -0.29
N 0.968 -0.917 1.255 -0.07
S 0.186 -1.793 0.110 0.11
N -0.507 -0.466 -0.705 -0.42
H -0.496 1.589 0.138 0.35
H 0.575 1.161 -0.989 0.21
H -1.515 -0.703 -0.737 0.30

---

4.
110
Properties=species:S:1:pos:R:3:mulliken_charge:R:1 method="wB97M-V/def2-TZVPD" multiplicity=1 homo_lumo_gap_ev=8.7 homo_ev=-8.42 total_energy_ha=-3014.8668
C 2.874 -1.476 0.879 -0.54
N 2.148 -1.942 2.121 -0.32
C 1.365 -3.218 1.906 -0.27
Si -0.511 -2.900 1.418 0.31
O -1.434 -4.160 2.226 -0.56
I -0.681 -3.288 -1.031 -0.12
O -0.927 -1.258 1.888 0.18
Si -2.611 -0.874 1.570 0.44
H 3.852 -0.892 1.230 0.26
H 3.184 -2.462 0.284 0.16
H 2.235 -0.764 0.180 0.18
H 1.589 -1.188 2.576 0.22
H 1.895 -3.981 1.179 -0.01
H 1.298 -3.764 2.965 0.24
H -2.421 -3.995 2.198 0.28
H -3.457 -1.599 2.549 -0.14
H -2.805 0.560 1.890 -0.18
H -3.047 -1.086 0.197 -0.11
C 0.437 1.775 1.985 -0.76
O -0.081 2.721 2.907 -0.08
C -1.164 2.196 3.678 -0.29
C -1.184 2.822 5.076 -0.62
O -0.179 2.293 5.953 -0.50
C 1.169 2.675 5.667 -0.18
C 1.468 4.151 5.968 -0.67
O 0.926 4.988 4.949 -0.15
C 0.589 6.280 5.420 -0.83
H -0.311 1.535 1.224 0.31
H 1.313 2.215 1.500 0.38
H 0.757 0.866 2.504 0.15
H -1.090 1.107 3.768 0.23
H -2.090 2.449 3.150 0.36
H -2.141 2.565 5.543 0.43
H -1.141 3.912 5.038 0.17
H 1.452 2.404 4.650 -0.03
H 1.793 2.069 6.336 0.41
H 2.550 4.315 5.991 0.38
H 1.046 4.409 6.946 0.39
H -0.095 6.214 6.274 0.36
H 0.076 6.818 4.616 0.22
H 1.491 6.831 5.698 0.32
C -0.875 4.995 1.642 -0.28
O -1.033 5.864 0.532 -0.38
C 0.216 6.350 0.036 -0.50
C 0.143 6.579 -1.477 -0.40
O 0.204 5.367 -2.243 -0.52
C -0.955 4.531 -2.189 -0.05
C -2.169 5.114 -2.927 -0.33
O -2.775 6.147 -2.154 -0.27
C -3.429 7.118 -2.949 -0.81
H -0.468 5.541 2.499 0.05
H -1.857 4.595 1.907 0.29
H -0.224 4.154 1.384 0.20
H 1.027 5.649 0.259 0.30
H 0.417 7.301 0.541 0.41
H 1.029 7.153 -1.770 0.41
H -0.722 7.182 -1.759 0.12
H -1.199 4.255 -1.164 -0.01
H -0.671 3.603 -2.702 0.40
H -2.920 4.333 -3.084 0.13
H -1.845 5.499 -3.901 0.38
H -2.740 7.540 -3.689 0.35
H -3.764 7.931 -2.296 0.23
H -4.298 6.680 -3.446 0.32
C 8.228 -5.273 -1.231 -0.78
O 7.375 -5.660 -0.166 -0.26
C 6.725 -4.545 0.448 -0.66
C 5.342 -4.946 0.968 -0.35
O 4.355 -5.071 -0.066 -0.33
C 4.494 -6.201 -0.932 -0.38
C 4.170 -7.539 -0.254 -0.62
O 5.247 -7.947 0.587 -0.26
C 4.824 -8.748 1.675 -0.79
H 9.066 -4.680 -0.852 0.32
H 8.616 -6.178 -1.705 0.23
H 7.672 -4.706 -1.984 0.35
H 6.621 -3.713 -0.258 0.36
H 7.354 -4.226 1.286 0.40
H 4.982 -4.139 1.616 0.43
H 5.381 -5.844 1.587 0.15
H 5.471 -6.217 -1.413 0.14
H 3.756 -6.049 -1.731 0.40
H 4.028 -8.317 -1.011 0.42
H 3.246 -7.433 0.326 0.34
H 4.050 -8.233 2.256 0.34
H 5.682 -8.920 2.331 0.23
H 4.451 -9.711 1.317 0.33
C -4.604 -2.839 -7.134 -0.79
O -5.123 -1.893 -6.213 -0.26
C -6.206 -2.417 -5.442 -0.57
C -6.225 -1.792 -4.044 -0.31
O -5.221 -2.321 -3.166 -0.49
C -3.872 -1.938 -3.453 -0.10
C -3.574 -0.463 -3.152 -0.44
O -4.116 0.375 -4.170 -0.33
C -4.453 1.666 -3.699 -0.69
H -5.352 -3.079 -7.896 0.33
H -3.729 -2.399 -7.619 0.23
H -4.285 -3.747 -6.615 0.34
H -6.132 -3.507 -5.351 0.35
H -7.131 -2.165 -5.969 0.41
H -7.183 -2.049 -3.577 0.41
H -6.183 -0.702 -4.082 0.08
H -3.590 -2.209 -4.469 0.13
H -3.248 -2.545 -2.784 0.11
H -2.491 -0.299 -3.128 0.41
H -3.995 -0.204 -2.173 0.30
H -5.136 1.600 -2.846 0.34
H -4.965 2.204 -4.503 0.34
H -3.551 2.218 -3.422 0.15

---

5.
63
Properties=species:S:1:pos:R:3:mulliken_charge:R:1 method="wB97M-V/def2-TZVPD" multiplicity=2 homo_lumo_gap_ev="7.6 / 5.2" homo_ev="-12.61 / -12.61" de_lowest_kj_mol=23.6 total_energy_ha=-4793.5240 total_charge=+1
Au 0.271 0.554 -0.973 1.52
O -2.808 -5.557 3.303 -0.44
C -1.756 -5.233 4.040 0.31
O -1.445 -5.797 5.048 -0.44
C -0.919 -4.063 3.613 0.23
C -1.455 -2.760 3.640 -0.57
C -0.768 -1.754 3.029 -0.01
C 0.499 -2.033 2.428 -0.12
C 1.094 -3.321 2.544 -0.15
C 0.407 -4.311 3.174 -0.86
N 1.084 -1.053 1.704 0.22
C 2.263 -0.615 1.865 -0.55
C 2.898 0.390 1.003 0.86
C 4.138 0.857 1.399 -0.99
C 4.781 1.833 0.648 -0.47
C 4.152 2.307 -0.479 -0.86
C 2.901 1.804 -0.811 0.00
N 2.280 0.865 -0.104 -0.04
H -2.834 -5.091 2.454 0.40
H -2.440 -2.590 4.053 0.49
H -1.181 -0.759 2.928 0.50
H 2.062 -3.500 2.096 0.56
H 0.821 -5.304 3.288 0.49
H 2.850 -0.909 2.737 0.51
H 4.591 0.462 2.298 0.45
H 5.749 2.212 0.949 0.47
H 4.603 3.064 -1.105 0.47
H 2.376 2.177 -1.680 0.37
C -0.394 0.015 -4.082 -1.50
C -1.337 0.927 -3.307 1.62
C -0.952 2.389 -3.507 -1.46
C -2.790 0.718 -3.743 -1.69
O -1.410 0.548 -1.919 -0.30
H -0.403 0.290 -5.138 0.55
H -0.684 -1.029 -3.991 0.30
H 0.641 0.125 -3.737 0.27
H -1.040 2.634 -4.566 0.58
H 0.080 2.586 -3.212 0.17
H -1.605 3.048 -2.938 0.23
H -2.880 0.977 -4.799 0.41
H -3.450 1.365 -3.167 0.39
H -3.088 -0.318 -3.603 0.32
C -0.580 4.534 0.222 -2.04
C -0.544 3.023 0.445 1.28
O 0.115 2.496 -0.670 -0.38
C 0.257 2.734 1.732 0.37
F 1.521 3.177 1.593 -0.31
F 0.349 1.408 1.993 0.05
F -0.259 3.315 2.811 -0.28
C -1.998 2.502 0.574 0.49
F -2.622 3.072 1.611 -0.29
F -2.037 1.172 0.768 -0.10
F -2.688 2.783 -0.527 -0.26
H 0.437 4.904 0.116 0.46
H -1.065 5.037 1.057 0.43
H -1.132 4.739 -0.692 0.42
F 0.271 -1.524 -1.383 -0.78
As -0.720 -3.067 -1.819 2.02
F 0.374 -3.251 -3.119 -0.46
F 0.415 -3.859 -0.765 -0.47
F -1.765 -2.150 -2.804 -0.44
F -1.676 -2.662 -0.440 -0.48
F -1.551 -4.536 -2.085 -0.46

---

6.
15
Properties=species:S:1:pos:R:3:mulliken_charge:R:1 method="wB97M-V/def2-TZVPD" multiplicity=1 homo_lumo_gap_ev=10.5 homo_ev=-10.37 de_lowest_kj_mol=165.7 total_energy_ha=-382.1611 smiles=O.O.O.O.O
O -1.366 -0.250 -0.763 -0.83
H -1.071 -0.062 -1.654 0.33
H -2.184 -0.689 -0.901 0.32
O -3.213 1.626 -0.688 -0.64
H -3.653 0.896 -0.288 0.26
H -2.364 1.247 -0.826 0.48
O 3.187 -0.585 -0.350 -0.59
H 3.841 -0.680 0.303 0.31
H 2.493 -0.143 0.172 0.32
O 0.784 0.928 0.443 -0.65
H 0.775 1.627 1.092 0.28
H 0.044 0.761 -0.139 0.41
O 0.885 -1.880 1.013 -0.63
H 0.573 -1.032 0.672 0.33
H 1.269 -1.767 1.914 0.30